This record from OMol25 describes a cluster of 2 separate species, Cl2O8 in total. The level of theory is ωB97M-V/def2-TZVPD.

Geometry as XYZ:
```
10
Properties=species:S:1:pos:R:3:nbo_charge:R:1
Cl -1.262 -1.059 -0.229 2.5396
O -1.631 -0.243 0.816 -0.8577
O -1.810 -2.416 0.007 -0.9898
O -1.970 -0.773 -1.423 -0.8900
O 0.238 -1.211 -0.226 -0.8022
Cl 1.248 1.190 0.212 2.5160
O 1.886 0.317 1.215 -0.9139
O 1.138 0.296 -0.935 -0.8425
O -0.037 1.609 0.607 -0.8404
O 2.201 2.292 -0.043 -0.9192
```

Calculated values
Electronic energy ... -41407.631 eV
Net charge ... -2
Energy above the lowest of the compared OMol25 structures with the same formula, charge and spin ... 386.9 kJ/mol
LUMO level ... 6.637 eV

This record from OMol25 describes a cluster of 2 separate species, Cl3H in total. The level of theory is ωB97M-V/def2-TZVPD.

Geometry as XYZ:
```
4
Properties=species:S:1:pos:R:3:nbo_charge:R:1
Cl -1.029 0.685 0.350 0.0470
Cl -0.123 1.113 -1.377 0.0234
Cl 0.649 -1.536 0.516 -0.2995
H 0.503 -0.262 0.511 0.2290
```

Calculated values
Electronic energy ... -37581.882 eV
SMILES string ... ClCl.Cl
Energy above the lowest of the compared OMol25 structures with the same formula, charge and spin ... 80.0 kJ/mol
LUMO level ... -1.566 eV

This record from OMol25 describes a structure of composition Cl3I3Na7O4S. The level of theory is ωB97M-V/def2-TZVPD.

Geometry as XYZ:
```
18
Properties=species:S:1:pos:R:3:nbo_charge:R:1
Na -1.611 4.092 1.440 0.9080
Na 0.973 1.755 -2.388 0.8688
Na -1.622 0.716 -2.301 0.9127
Na -1.821 -2.818 0.356 0.9627
Na 1.955 4.082 1.816 0.9068
Na 1.897 -1.238 -1.380 0.9177
Na -1.563 0.738 2.863 0.9408
I -0.349 4.688 3.699 -0.9020
I 0.775 1.817 1.107 -0.8878
I 3.757 0.860 -2.052 -0.8945
Cl -0.606 -0.622 -3.706 -0.9163
Cl -2.975 0.935 1.034 -0.9469
Cl -1.660 3.206 -2.360 -0.9305
S 0.589 -3.627 0.409 2.5349
O -0.601 -4.489 0.107 -1.1481
O 1.543 -3.718 -0.729 -1.1028
O 0.157 -2.176 0.467 -1.1888
O 1.162 -4.200 1.617 -1.0348
```

Calculated values
Electronic energy ... -111827.424 eV
Net charge ... -1
LUMO level ... 0.752 eV

This record from OMol25 describes a structure of composition Cl3Li3. The level of theory is ωB97M-V/def2-TZVPD.

Geometry as XYZ:
```
6
Properties=species:S:1:pos:R:3:nbo_charge:R:1
Li 1.126 -1.491 -1.091 0.9130
Li -1.610 -0.693 0.987 0.9032
Li 0.029 1.082 -0.299 0.8679
Cl -0.787 1.324 2.175 -0.8955
Cl 2.476 0.316 -0.438 -0.9001
Cl -1.234 -0.538 -1.334 -0.8885
```

Calculated values
Electronic energy ... -38189.646 eV
LUMO level ... -0.994 eV

> Among the records above, which one has the highest LUMO level?

Cl2O8